112
Properties=species:S:1:pos:R:3:forces:R:3:lowdin_charge:R:1 method="wB97M-V/def2-TZVPD" homo_ev=-8.80 e_above_lowest_ev=0.0000 charge=+1 multiplicity=1 orbital_gap_ev=5.52 fmax_ev_per_a=0.7
Ba -0.2204 0.0419 1.1432 0.28 -0.29 0.55 1.862
C -1.9783 4.1049 -0.7921 -0.08 0.00 -0.03 -0.083
C -0.8607 3.3454 -0.4780 0.11 -0.05 0.12 -0.109
N -0.7255 2.0855 -0.8714 -0.18 0.11 -0.17 0.037
C -1.7281 1.5736 -1.5938 0.01 -0.06 0.03 -0.213
C -2.8658 2.3308 -1.8646 -0.02 0.03 0.05 -0.053
N -2.9920 3.5922 -1.4751 0.07 -0.02 0.00 0.121
C -1.5912 0.1649 -2.0709 -0.04 0.10 0.07 -0.201
C -2.4543 -0.3438 -3.0353 0.05 -0.04 -0.05 0.064
C -2.3333 -1.6667 -3.4306 0.01 0.03 0.02 -0.128
C -1.3150 -2.4214 -2.8596 -0.02 -0.04 -0.02 0.054
C -0.4681 -1.8331 -1.9336 0.06 0.05 0.09 -0.206
N -0.6171 -0.5667 -1.5203 -0.25 -0.25 -0.57 0.028
C 0.6637 -2.5972 -1.3295 -0.02 0.07 0.03 -0.215
C 1.0977 -3.8187 -1.8465 0.06 -0.03 -0.02 -0.054
N 2.0762 -4.5218 -1.2918 -0.01 0.07 0.04 0.117
C 2.6461 -3.9965 -0.2130 -0.04 -0.09 -0.08 -0.095
C 2.2375 -2.7751 0.2922 -0.01 0.18 0.19 -0.110
N 1.2512 -2.0719 -0.2512 0.14 -0.28 -0.26 0.027
C -3.2515 -2.2563 -4.4309 0.01 0.01 0.01 -0.179
C -3.7757 -3.5310 -4.2539 0.01 0.01 -0.02 -0.012
C -4.6347 -4.0366 -5.2181 0.00 0.00 0.00 -0.124
N -4.9795 -3.3702 -6.3154 0.00 0.00 0.00 0.074
C -4.4713 -2.1528 -6.4802 -0.01 0.00 -0.01 -0.122
C -3.6130 -1.5511 -5.5720 -0.01 -0.02 0.03 -0.008
H -2.0634 5.1353 -0.4717 0.01 0.00 0.00 0.119
H -0.0639 3.7643 0.1242 0.00 0.00 0.00 0.115
H -3.7155 1.9137 -2.3890 0.01 -0.03 -0.01 0.114
H -3.2247 0.2700 -3.4766 0.00 0.02 0.01 0.118
H -1.1927 -3.4520 -3.1595 0.02 0.00 0.01 0.116
H 0.6599 -4.2419 -2.7409 -0.01 0.01 0.00 0.117
H 3.4372 -4.5620 0.2625 0.00 0.00 0.00 0.101
H 2.7066 -2.3629 1.1792 0.01 0.00 -0.01 0.112
H -3.5430 -4.1130 -3.3713 -0.01 -0.02 -0.01 0.113
H -5.0681 -5.0230 -5.1005 0.00 0.00 0.00 0.112
H -4.7620 -1.6317 -7.3849 0.00 0.01 0.00 0.113
H -3.2166 -0.5627 -5.7654 -0.01 0.00 -0.02 0.117
C -6.8564 7.8226 -1.0690 0.01 -0.01 0.00 -0.081
O -6.4221 6.4992 -1.3264 0.01 0.04 -0.03 -0.082
C -6.8464 5.5254 -0.4816 0.00 -0.08 0.02 -0.283
C -7.6540 5.7416 0.6273 0.00 0.01 -0.01 -0.013
C -8.0302 4.6634 1.4223 -0.03 0.02 0.02 -0.028
C -7.5734 3.3893 1.1492 0.06 0.08 0.02 -0.290
C -6.7904 3.1727 0.0128 0.00 -0.08 0.12 -0.028
C -6.4307 4.2277 -0.7939 -0.03 0.07 -0.02 -0.001
N -8.0405 2.3201 1.9921 -0.08 -0.02 -0.16 0.081
N -7.2704 1.4760 2.4652 0.03 0.01 0.18 0.068
C -5.8485 1.6047 2.3626 0.10 -0.01 -0.09 -0.249
C -5.1526 2.7323 2.7222 -0.15 -0.01 -0.07 -0.018
C -3.7582 2.7875 2.6410 0.07 -0.02 0.02 -0.004
C -3.0034 1.7174 2.1778 0.03 0.16 0.00 -0.404
O -1.7101 1.7677 2.0355 -0.06 0.09 0.21 -0.412
C -3.7228 0.5111 1.8412 0.10 0.09 -0.13 -0.161
N -2.9907 -0.5426 1.3705 -0.19 -0.02 0.03 0.002
C -3.6251 -1.6521 1.0679 0.03 0.03 -0.04 -0.156
C -5.0151 -1.8203 1.1937 0.03 -0.01 -0.05 -0.046
C -5.7650 -0.7659 1.6281 -0.01 0.02 0.01 0.011
C -5.1293 0.4520 1.9623 -0.05 -0.03 -0.02 -0.104
H -6.4211 8.4400 -1.8491 0.00 0.00 0.00 0.092
H -6.5074 8.1719 -0.0939 0.00 0.00 0.00 0.095
H -7.9454 7.8979 -1.1135 0.00 0.00 0.00 0.097
H -8.0089 6.7306 0.8764 0.00 0.00 0.00 0.103
H -8.6784 4.8168 2.2759 0.00 0.01 0.00 0.117
H -6.4618 2.1700 -0.2300 0.01 -0.02 0.00 0.114
H -5.8137 4.0815 -1.6708 -0.01 0.01 0.02 0.105
H -5.6979 3.6046 3.0590 0.01 0.01 0.00 0.121
H -3.2324 3.6917 2.9213 -0.02 0.00 0.01 0.113
H -3.0166 -2.4710 0.6967 -0.01 -0.01 0.01 0.081
H -5.4690 -2.7679 0.9381 0.00 0.00 0.01 0.106
H -6.8395 -0.8420 1.7295 0.00 0.00 0.01 0.116
N 0.5681 0.6874 3.9208 0.01 0.07 0.05 -0.078
C 1.9392 1.1715 4.1319 -0.03 0.01 -0.06 -0.269
C 2.4280 1.9667 2.9332 -0.03 -0.04 0.01 -0.271
N 2.5021 1.1268 1.7215 -0.01 0.08 0.02 -0.085
H -0.0749 1.4748 3.8334 -0.03 -0.02 -0.05 0.055
H 0.2527 0.1756 4.7374 0.01 -0.01 -0.01 0.075
H 2.5901 0.3041 4.2769 0.00 0.00 0.01 0.114
H 2.0386 1.7969 5.0241 -0.01 0.01 0.00 0.117
H 3.3880 2.4265 3.1837 0.01 -0.01 -0.01 0.116
H 1.7267 2.7806 2.7281 -0.01 0.00 0.03 0.115
H 3.2210 0.4201 1.8448 0.02 0.02 0.01 0.072
H 2.8114 1.6978 0.9410 0.02 -0.04 -0.02 0.078
C 5.0859 -7.1660 1.6907 -0.04 -0.01 -0.01 -0.045
C 3.6058 -7.4145 1.8043 0.00 0.01 -0.01 -0.277
C 3.0240 -7.7824 3.0118 -0.01 0.00 0.01 -0.033
C 1.6578 -8.0044 3.1105 0.01 0.01 0.01 -0.026
C 0.8479 -7.8736 1.9921 -0.01 -0.02 -0.03 -0.264
N -0.5430 -8.1746 2.1073 0.05 0.01 -0.01 0.128
C -1.5532 -7.5614 1.4105 -0.06 0.05 0.16 -0.534
O -2.5565 -8.1352 1.0525 0.03 -0.03 -0.06 0.092
N -1.3859 -6.1978 1.1359 -0.02 0.00 -0.04 0.139
C -0.9037 -5.1987 1.9901 0.02 -0.01 0.00 -0.199
C -0.5244 -5.3870 3.3161 -0.01 -0.01 -0.01 0.015
C -0.1165 -4.2876 4.0498 0.00 0.03 0.00 -0.030
C -0.1117 -3.0339 3.4610 0.00 -0.03 0.00 -0.148
N -0.4707 -2.8402 2.1919 0.06 0.07 -0.02 -0.005
C -0.8380 -3.9023 1.4843 0.01 0.05 -0.02 -0.113
C 1.4148 -7.5152 0.7745 0.00 0.02 0.03 -0.014
C 2.7771 -7.2855 0.6910 0.03 0.00 0.00 -0.058
H 5.6156 -7.5231 2.5722 0.01 0.00 0.00 0.078
H 5.2992 -6.0996 1.5842 0.01 0.00 0.00 0.074
H 5.4996 -7.6705 0.8173 0.01 0.01 0.00 0.085
H 3.6461 -7.9035 3.8903 0.00 0.00 0.00 0.115
H 1.2167 -8.2935 4.0571 0.00 0.00 0.00 0.118
H -0.7739 -9.1307 2.3357 -0.02 -0.01 -0.03 0.161
H -2.1141 -5.8928 0.5068 0.00 -0.02 0.00 0.148
H -0.5688 -6.3657 3.7689 -0.01 0.00 0.00 0.112
H 0.1773 -4.4021 5.0840 0.00 0.00 0.00 0.114
H 0.1837 -2.1537 4.0194 0.01 -0.01 0.01 0.088
H -1.1142 -3.7295 0.4469 0.00 -0.01 0.00 0.104
H 0.7972 -7.4358 -0.1102 -0.02 0.00 -0.01 0.118
H 3.2062 -7.0280 -0.2710 -0.01 0.01 0.00 0.111

115
Properties=species:S:1:pos:R:3:forces:R:3:lowdin_charge:R:1 method="wB97M-V/def2-TZVPD" homo_ev=-4.34 e_above_lowest_ev=0.0000 charge=-1 multiplicity=1 orbital_gap_ev=5.48 fmax_ev_per_a=0.6
Rb -0.3316 1.0655 1.1141 -0.63 0.01 -0.04 0.828
C 3.5543 2.9941 -1.8412 -0.01 0.00 -0.03 -0.020
N 3.6778 1.6638 -1.2640 0.02 0.00 0.07 -0.124
C 4.9802 1.0319 -1.2631 0.00 0.01 0.01 -0.050
C 2.5661 1.0401 -0.8119 -0.03 0.01 0.03 -0.435
O 1.4521 1.5270 -0.8874 0.22 -0.05 -0.38 -0.063
C 2.7724 -0.3368 -0.1813 0.00 0.05 0.01 -0.124
O 1.5125 -0.9003 0.0557 0.01 0.01 0.10 -0.202
C 1.5711 -2.0074 0.9218 0.05 0.03 0.04 -0.136
C 0.1488 -2.4681 1.2131 0.04 0.01 -0.03 -0.446
O -0.8149 -1.7987 0.8733 -0.05 -0.11 -0.17 -0.048
N 0.0095 -3.6466 1.8694 0.00 0.00 0.04 -0.128
C -1.3015 -4.0320 2.3515 0.00 0.00 0.00 -0.025
C 1.0929 -4.5044 2.2984 -0.01 0.00 -0.02 -0.069
H 4.3971 3.6028 -1.5138 0.00 0.00 0.00 0.090
H 2.6426 3.4652 -1.4823 0.01 0.00 0.01 0.067
H 3.5505 2.9497 -2.9357 0.00 0.00 0.00 0.087
H 5.7394 1.8073 -1.3461 0.00 0.00 0.01 0.086
H 5.1110 0.3390 -2.1020 0.00 0.00 -0.01 0.089
H 5.1661 0.4931 -0.3340 -0.01 0.00 0.00 0.086
H 3.3318 -0.2107 0.7567 -0.01 0.01 0.01 0.143
H 3.3656 -0.9770 -0.8491 0.00 -0.04 0.04 0.120
H 2.0116 -1.7255 1.8879 0.01 0.00 0.00 0.122
H 2.1637 -2.8092 0.4652 -0.03 0.00 -0.03 0.115
H -2.0040 -3.2291 2.1528 0.00 0.00 -0.01 0.089
H -1.2556 -4.2113 3.4281 0.00 0.00 0.00 0.095
H -1.6436 -4.9465 1.8569 0.00 0.00 0.00 0.089
H 2.0403 -4.2034 1.8648 0.01 0.01 0.01 0.078
H 0.8877 -5.5318 1.9826 0.00 -0.01 0.00 0.087
H 1.1899 -4.4839 3.3854 0.00 0.00 0.01 0.040
O 1.7556 4.8319 0.0882 0.00 -0.02 0.00 0.013
C 0.8954 4.2308 0.7442 0.08 0.08 -0.01 -0.531
N -0.3587 3.9401 0.4140 0.02 0.06 0.01 0.085
C -0.9855 4.6113 -0.5805 0.04 -0.02 -0.02 -0.452
O -1.1504 5.8214 -0.6549 0.02 0.01 -0.02 0.049
C -1.5839 3.7582 -1.6958 -0.02 -0.01 -0.02 -0.173
C -1.9472 4.4116 -2.8723 0.00 0.00 0.00 -0.007
C -2.4219 3.6704 -3.9381 0.00 -0.01 0.00 -0.070
C -2.5314 2.2956 -3.7939 -0.01 0.02 0.00 -0.070
C -2.1613 1.7375 -2.5811 -0.05 -0.01 0.02 -0.163
N -1.6948 2.4368 -1.5496 0.03 0.04 0.07 0.124
C 1.3024 3.7061 2.1104 0.05 0.07 0.05 -0.234
C 0.9058 4.4125 3.2434 0.01 0.00 0.00 -0.016
C 1.2939 3.9575 4.4892 -0.01 0.02 0.00 -0.066
C 2.0546 2.7998 4.5696 0.01 0.00 0.01 -0.067
C 2.3956 2.1615 3.3898 -0.02 -0.02 0.00 -0.144
N 2.0470 2.6000 2.1786 0.05 0.01 0.01 0.102
H -1.8367 5.4856 -2.9119 0.00 0.00 0.00 0.111
H -2.6971 4.1538 -4.8680 0.00 0.00 0.00 0.100
H -2.8824 1.6607 -4.5975 0.00 0.00 0.00 0.103
H -2.2298 0.6663 -2.4345 0.00 0.02 0.00 0.072
H 0.2895 5.2945 3.1246 0.00 0.00 0.00 0.123
H 0.9882 4.4793 5.3883 0.00 0.00 0.00 0.108
H 2.3524 2.3808 5.5219 0.00 0.00 0.00 0.107
H 2.9592 1.2344 3.4181 0.00 0.00 0.00 0.108
O -4.8919 -0.5738 -2.4024 -0.01 0.03 -0.02 -0.066
N -4.0328 -0.6898 -1.3165 -0.11 -0.02 0.00 -0.192
C -3.1847 -1.6258 -1.4171 0.12 -0.02 0.08 -0.148
C -3.0524 -2.6156 -2.5134 0.00 0.00 -0.06 -0.195
C -4.1593 -3.3622 -2.9166 -0.01 -0.01 0.02 -0.028
C -4.0102 -4.3861 -3.8340 0.01 0.00 -0.01 -0.074
C -2.7540 -4.6783 -4.3530 0.00 0.01 0.00 -0.077
C -1.6567 -3.9270 -3.9683 0.00 -0.02 0.01 -0.098
C -1.7906 -2.8734 -3.0638 0.00 0.01 0.03 -0.297
P -0.4290 -1.7558 -2.5325 0.03 0.00 0.03 1.173
C 0.0189 -0.8516 -4.0633 0.02 -0.01 -0.01 -0.360
C -0.0442 -1.3509 -5.3642 -0.03 -0.01 0.01 -0.080
C 0.3604 -0.5698 -6.4345 0.01 0.03 -0.01 -0.089
C 0.8415 0.7180 -6.2184 -0.01 -0.01 -0.01 -0.089
C 0.9074 1.2237 -4.9304 -0.01 0.00 0.03 -0.068
C 0.4904 0.4442 -3.8576 0.03 -0.01 0.00 -0.105
C 0.9506 -2.9530 -2.3890 0.03 0.02 0.03 -0.350
C 2.2271 -2.6600 -2.8649 0.01 -0.02 -0.02 -0.088
C 3.2946 -3.5079 -2.5995 0.00 0.00 0.01 -0.089
C 3.1035 -4.6641 -1.8564 0.01 0.00 0.00 -0.096
C 1.8353 -4.9661 -1.3771 -0.01 -0.01 -0.02 -0.094
C 0.7717 -4.1151 -1.6352 -0.02 0.02 -0.01 -0.104
H -5.3835 0.2320 -2.1985 -0.01 0.00 -0.01 0.067
H -2.4904 -1.6803 -0.5818 0.00 -0.04 0.03 0.093
H -5.1301 -3.1423 -2.4934 0.01 0.00 0.00 0.116
H -4.8721 -4.9672 -4.1364 0.00 0.00 0.00 0.102
H -2.6327 -5.4908 -5.0585 0.00 0.00 0.00 0.101
H -0.6768 -4.1668 -4.3638 0.00 -0.01 0.02 0.105
H -0.4196 -2.3496 -5.5486 0.01 0.05 -0.01 0.086
H 0.3003 -0.9641 -7.4415 0.00 0.00 0.00 0.098
H 1.1540 1.3262 -7.0583 0.00 0.00 0.00 0.099
H 1.2611 2.2314 -4.7498 0.00 -0.01 0.00 0.108
H 0.5239 0.8510 -2.8521 0.03 0.02 0.00 0.080
H 2.3881 -1.7611 -3.4493 0.00 0.00 0.00 0.106
H 4.2796 -3.2635 -2.9784 0.00 0.00 0.00 0.101
H 3.9356 -5.3257 -1.6515 0.00 0.00 0.00 0.098
H 1.6752 -5.8650 -0.7945 -0.01 0.00 0.01 0.101
H -0.2097 -4.3515 -1.2389 -0.02 0.00 0.00 0.113
C -2.4907 3.5977 3.1876 0.00 0.00 -0.01 -0.034
C -1.9330 2.7610 4.3030 0.00 0.01 -0.01 -0.331
C -2.2158 3.0903 5.6477 0.00 0.00 0.00 -0.022
C -1.6974 2.3280 6.6507 0.01 -0.01 0.00 -0.043
C -0.8759 1.2207 6.3425 -0.01 0.01 -0.02 -0.204
C -0.2639 0.3901 7.3150 0.00 0.00 0.01 -0.649
Br -0.5407 0.7031 9.1768 0.00 0.00 0.00 0.697
C 0.5422 -0.6449 6.9378 0.01 0.00 0.00 -0.210
C 0.7662 -0.8989 5.5849 0.07 0.07 0.01 -0.594
Br 1.9699 -2.3028 5.1247 0.00 -0.01 0.00 0.748
C 0.2188 -0.1494 4.5236 -0.05 -0.02 -0.04 -0.468
O 0.4452 -0.3719 3.3086 0.10 -0.13 0.09 -0.192
C -0.6498 0.9558 4.9702 0.00 -0.01 0.03 -0.140
N -1.1877 1.7267 3.9935 0.06 -0.09 -0.01 0.141
H -2.5459 4.6481 3.4800 -0.01 0.00 0.00 0.084
H -3.5056 3.2755 2.9416 0.00 -0.01 -0.01 0.012
H -1.8732 3.5261 2.2925 0.00 0.00 0.01 0.044
H -2.8380 3.9494 5.8670 0.00 0.00 0.00 0.109
H -1.8985 2.5649 7.6872 0.00 0.00 0.00 0.069
H 1.0151 -1.2690 7.6839 0.00 0.00 0.00 0.085
I -4.9640 0.6957 0.8299 -0.01 -0.03 -0.05 0.276
I -6.3183 1.9359 2.7868 -0.02 0.03 0.06 0.009

Which of these has the lowest charge?
C49H46Br2I2N7O7PRb

What is the charge in the first record?
+1